ORCA calculation (ωB97M-V/def2-TZVPD) on C7H10N2 in the gas phase at a distorted geometry.

The geometry in XYZ format:
```
19
Properties=species:S:1:pos:R:3
N 0.22 -0.30 1.87
N -1.00 1.07 -0.20
C 0.34 -0.75 0.62
C 1.21 -2.04 0.58
C 0.66 0.55 -2.75
C -1.06 1.51 0.99
C -0.48 0.80 2.08
C -0.26 -0.43 -1.86
C -0.25 -0.04 -0.45
H 0.78 1.56 -2.42
H 2.10 -1.54 1.09
H -0.45 1.22 3.04
H 0.21 -1.53 -1.86
H 1.76 0.19 -2.67
H -1.48 2.42 1.18
H 0.84 -2.74 1.27
H 1.45 -2.46 -0.47
H -1.28 -0.42 -2.34
H 0.53 0.30 -3.77
```

## Properties
F_max: 0.08620 Eh/bohr
LUMO: 0.68 eV
Energy relative to the best compared isomer or geometry (same formula, charge and spin): 1.624 eV
E: -382.19250 hartree
Charge: 0

Atomic partial charges in e from the natural (NBO) method, atoms 1 to 4:
1 N -0.410
2 N -0.388
3 C 0.189
4 C -0.646

ORCA calculation (ωB97M-V/def2-TZVPD) on a molecular structure, C7H10N2O at a distorted geometry.

The geometry in XYZ format:
```
20
Properties=species:S:1:pos:R:3
O 2.06 1.97 1.70
N 1.36 0.02 2.45
N -0.08 -0.72 -0.98
C -2.80 -0.21 -1.14
C -0.74 -1.38 -1.89
C -0.69 0.15 -0.19
C -2.01 0.43 -0.21
C 2.32 -0.07 0.30
C -2.11 -1.08 -2.13
C 1.82 0.78 1.43
H 0.41 -0.88 2.04
H -0.17 -1.94 -2.52
H 2.36 -1.28 0.33
H 3.47 0.25 0.32
H 2.01 0.36 -0.65
H -3.99 -0.19 -1.23
H -2.44 1.15 0.54
H -2.59 -1.27 -3.29
H 0.01 0.77 0.33
H 0.81 0.45 3.26
```

## Properties
F_max: 0.15808 Eh/bohr
LUMO: 0.45 eV
Energy relative to the best compared isomer or geometry (same formula, charge and spin): 4.401 eV
E: -457.34705 hartree
Charge: 0

Atomic partial charges in e from the natural (NBO) method, atoms 1 to 4:
1 O -0.603
2 N -0.800
3 N -0.428
4 C -0.176

ORCA calculation (ωB97M-V/def2-TZVPD) on 2 unconnected molecules or ions with the total composition C7H10N2O at a distorted geometry.

The geometry in XYZ format:
```
20
Properties=species:S:1:pos:R:3
O -0.34 1.63 -0.59
N 3.11 3.13 -0.01
N -4.94 2.15 0.23
C 2.08 2.48 -0.33
C 0.98 1.80 -0.32
C -3.86 2.35 0.55
C 0.78 -0.64 -0.76
C 0.39 0.54 0.10
C -0.07 0.24 1.48
C -0.43 -1.62 -0.98
H 0.06 -0.92 1.58
H -2.90 2.27 0.93
H 1.56 -1.34 -0.31
H 1.09 -0.35 -1.71
H 0.34 0.84 2.27
H -1.23 -0.99 -1.38
H -1.19 0.42 1.49
H 3.91 3.01 -0.55
H -0.61 -2.02 0.06
H 0.02 -2.36 -1.60
```

## Properties
F_max: 0.07331 Eh/bohr
LUMO: 0.57 eV
Energy relative to the best compared isomer or geometry (same formula, charge and spin): 5.509 eV
E: -457.30635 hartree
Charge: 0

Atomic partial charges in e from the natural (NBO) method, atoms 1 to 4:
1 O -0.449
2 N -0.607
3 N -0.300
4 C 0.290

ORCA calculation (ωB97M-V/def2-TZVPD) on C7H10N2O2 in the gas phase at a distorted geometry.

The geometry in XYZ format:
```
21
Properties=species:S:1:pos:R:3
O -1.23 3.40 -1.44
O -0.45 -0.15 1.65
N -0.06 1.55 -2.15
N 0.24 0.27 -1.86
C -0.22 0.71 0.46
C 0.28 -0.09 -0.70
C -1.51 1.46 -0.05
C 0.54 -2.13 0.74
C 1.01 -1.40 -0.45
C 0.43 -1.19 1.93
C -0.80 2.26 -1.26
H -1.90 2.20 0.70
H 0.53 1.67 0.74
H 0.06 -1.68 2.76
H 1.11 -2.94 1.22
H 0.17 1.80 -3.04
H 1.48 -0.76 1.94
H -2.25 0.74 -0.22
H -0.59 -2.48 0.78
H 2.16 -1.24 -0.43
H 1.00 -2.00 -1.32
```

## Properties
F_max: 0.09726 Eh/bohr
LUMO: 0.77 eV
Energy relative to the best compared isomer or geometry (same formula, charge and spin): 3.627 eV
E: -532.62372 hartree
Charge: 0

Atomic partial charges in e from the natural (NBO) method, atoms 1 to 4:
1 O -0.581
2 O -0.544
3 N -0.450
4 N -0.236

ORCA calculation (ωB97M-V/def2-TZVPD) on a gas-phase ion, C7H10N2O2P (charge -1) at a distorted geometry.

The geometry in XYZ format:
```
22
Properties=species:S:1:pos:R:3
P -0.45 2.00 -0.76
O -3.16 0.61 0.19
O -3.54 -1.58 -0.28
N -0.39 0.37 -0.44
N -0.68 -1.88 -0.32
C 1.57 -2.62 -0.03
C 0.63 -1.53 -0.21
C 0.84 -0.22 -0.28
C 2.06 0.63 -0.17
C -2.90 -0.53 -0.16
C -1.42 -0.85 -0.45
C -0.80 2.46 1.04
H 2.02 1.41 0.57
H -1.85 1.92 -1.29
H 0.03 1.85 1.53
H 2.52 -2.24 0.15
H 2.05 1.17 -1.19
H 1.59 -3.08 -1.04
H 2.96 -0.05 -0.22
H 1.32 -3.41 0.64
H -1.82 2.08 1.34
H -0.60 3.48 1.40
```

## Properties
F_max: 0.09637 Eh/bohr
LUMO: 3.41 eV
Energy relative to the best compared isomer or geometry (same formula, charge and spin): 0.540 eV
E: -874.10772 hartree
Charge: -1

Atomic partial charges in e from the natural (NBO) method, atoms 1 to 4:
1 P 0.707
2 O -0.749
3 O -0.719
4 N -0.744

ORCA calculation (ωB97M-V/def2-TZVPD) on 2 unconnected molecules or ions with the total composition C7H10N2S at a distorted geometry.

The geometry in XYZ format:
```
20
Properties=species:S:1:pos:R:3
S 3.62 -1.36 -0.95
N 1.10 -0.18 0.11
N 2.11 -1.55 -3.34
C -0.23 0.97 1.92
C -2.04 0.56 -0.95
C 1.10 0.76 1.17
C -1.40 0.58 1.43
C -1.34 -0.22 0.12
C 2.76 -1.51 -2.39
C 0.00 -0.66 -0.29
H -2.39 0.77 1.78
H 2.52 -1.38 -0.24
H 1.50 1.74 0.88
H 1.71 0.23 1.96
H 0.00 -1.54 -0.79
H -2.31 1.45 -0.42
H -1.48 0.82 -1.83
H -2.99 0.07 -1.31
H -2.00 -1.17 0.37
H -0.23 1.62 2.80
```

## Properties
F_max: 0.06699 Eh/bohr
LUMO: 0.59 eV
Energy relative to the best compared isomer or geometry (same formula, charge and spin): 2.014 eV
E: -780.33141 hartree
Charge: 0

Atomic partial charges in e from the natural (NBO) method, atoms 1 to 4:
1 S 0.053
2 N -0.440
3 N -0.342
4 C -0.206

ORCA calculation (ωB97M-V/def2-TZVPD) on a gas-phase ion, C7H10N3 (charge +1) at a distorted geometry.

The geometry in XYZ format:
```
20
Properties=species:S:1:pos:R:3
N -1.88 1.97 0.42
N -0.11 1.10 -0.82
N 0.99 0.29 -0.86
C 0.10 -2.24 1.94
C 0.92 -1.05 -0.19
C -0.94 1.07 0.25
C -2.16 2.99 -0.43
C -0.32 2.13 -1.76
C 0.77 -1.06 1.31
C -1.29 3.10 -1.53
H 1.86 -1.44 -0.38
H -3.02 3.49 -0.08
H 0.34 2.38 -2.65
H 1.28 0.29 -1.82
H -1.55 3.96 -2.15
H -0.23 -2.95 1.30
H 0.27 -1.63 -0.91
H 0.83 -2.46 2.67
H -0.76 -1.80 2.40
H 1.47 -0.45 1.98
```

## Properties
F_max: 0.08406 Eh/bohr
LUMO (spin up / spin down): -5.08 / -6.13 eV
Energy relative to the best compared isomer or geometry (same formula, charge and spin): 3.925 eV
E: -436.50208 hartree
Charge: +1
Spin multiplicity: 3

Atomic partial charges in e from the natural (NBO) method, atoms 1 to 4:
1 N -0.384
2 N -0.167
3 N -0.369
4 C -0.670

ORCA calculation (ωB97M-V/def2-TZVPD) on a molecular structure, C7H10N3OP at a distorted geometry.

The geometry in XYZ format:
```
22
Properties=species:S:1:pos:R:3
P 0.31 2.23 3.22
O 0.85 3.42 2.57
N 0.45 -0.69 0.28
N 2.08 -1.72 1.46
N 1.49 -2.57 0.69
C 1.41 -0.62 1.29
C -0.98 1.19 2.11
C -0.44 0.22 -0.08
C 0.13 -0.69 -2.84
C -0.75 0.21 -1.97
C 0.63 -2.01 -0.10
C -1.15 1.05 0.69
H -0.13 -1.76 -2.89
H 1.43 0.29 1.86
H 1.14 -0.53 -2.54
H 0.09 -2.46 -0.90
H -1.95 1.59 2.45
H -1.54 1.93 0.21
H -1.74 -0.11 -2.03
H -0.65 1.24 -2.33
H -0.81 0.19 2.72
H 0.13 -0.41 -3.87
```

## Properties
F_max: 0.12701 Eh/bohr
LUMO: -1.04 eV
Energy relative to the best compared isomer or geometry (same formula, charge and spin): 1.010 eV
E: -853.45661 hartree
Charge: 0

Atomic partial charges in e from the natural (NBO) method, atoms 1 to 4:
1 P 1.335
2 O -0.966
3 N -0.431
4 N -0.252